1.
Below is a 2-piece molecular cluster, C2HOS2 overall, with properties calculated with ωB97M-V with the def2-TZVPD basis set.

Atoms and positions in Å:
C (-1.104, -0.409, 0.124)
C (1.347, 0.566, -0.297)
O (1.153, 1.150, -1.267)
S (-2.492, -0.875, -0.610)
S (2.252, 0.202, 0.931)
H (-1.156, -0.634, 1.119)

Results
max |F|	3.2	eV/A
energy above the lowest of the compared OMol25 structures with the same formula, charge and spin	1.940	eV
orbital gap	5.450	eV
charge	-1
LUMO	3.2952	eV
highest occupied orbital energy	-2.2	eV
electronic energy	-25806.8807	eV

2.
Below is C2I3NO2 as an isolated structure, with properties calculated with ωB97M-V with the def2-TZVPD basis set.

Atoms and positions in Å:
C (0.749, 0.266, 0.545)
C (1.782, -0.451, 0.186)
N (-1.005, 0.085, -0.154)
O (-1.744, 0.825, 0.379)
O (-1.110, -0.733, -0.995)
I (0.585, 1.756, 1.957)
I (3.660, -0.217, 1.157)
I (1.762, -1.877, -1.352)

Results
max |F|	4.4	eV/A
energy above the lowest of the compared OMol25 structures with the same formula, charge and spin	0.000	eV
orbital gap	8.684	eV
charge	0
LUMO	-0.6680	eV
highest occupied orbital energy	-9.4	eV
electronic energy	-31955.6943	eV